# 1
29
Properties=species:S:1:pos:R:3:forces:R:3:lowdin_spin:R:1 method="wB97M-V/def2-TZVPD" total_charge=-1 largest_force_ev_per_a=3.41 homo_lumo_gap_ev="6.33 / 6.35" spin_multiplicity=5
C -2.50424 -1.27342 -0.53989 -0.3 0.5 -0.6 0.00
C -1.71433 -1.45500 -1.72670 -0.7 0.7 0.0 0.00
C -1.37155 -0.16358 -2.22710 -0.7 -0.2 0.6 0.00
H -1.48562 -2.40413 -2.21555 0.0 0.4 0.3 0.00
C -1.87225 0.82050 -1.32526 -0.6 -0.8 -0.1 0.00
C -2.58787 0.13865 -0.28160 -0.4 -0.3 -0.9 0.00
H -3.16509 0.61237 0.51206 0.3 -0.2 -0.2 0.00
H -2.97742 -2.06875 0.03861 0.3 0.3 -0.1 0.00
H -0.92190 0.03878 -3.20029 0.2 -0.1 0.7 0.00
H -1.84689 1.90078 -1.49638 0.2 -0.5 0.3 0.00
Ho -0.28003 -0.63616 0.32682 2.7 0.6 -2.0 4.03
Cl 0.30142 -2.92443 1.01900 0.0 -0.8 0.4 -0.01
C 2.63711 -0.15366 -0.19903 -0.4 -0.1 -0.4 0.00
C 2.19513 1.07488 -0.78230 0.0 -0.2 -0.2 0.00
C 1.69410 0.79863 -2.08260 0.2 -0.5 0.4 0.00
H 2.28253 2.07097 -0.32980 -0.1 -0.6 -0.2 0.00
C 1.80368 -0.60643 -2.30728 0.1 0.2 0.4 0.00
C 2.39593 -1.19560 -1.15414 -0.5 0.5 0.1 0.00
H 2.59105 -2.26016 -1.00739 0.0 0.4 -0.1 0.00
H 3.13477 -0.27222 0.76944 -0.3 0.1 -0.4 0.00
H 1.30298 1.53446 -2.79067 0.1 -0.3 0.3 0.00
H 1.47781 -1.14517 -3.20179 0.1 0.2 0.3 0.00
Cl -0.02713 -0.07757 5.10491 0.1 0.4 0.1 0.00
C -0.09055 1.33315 4.02334 0.2 -0.5 -0.9 0.00
Cl -1.48209 2.35770 4.43149 0.2 -0.1 -0.1 0.00
Cl 1.41212 2.25352 4.08415 -0.2 0.0 0.3 0.00
C -0.26025 0.75397 2.56067 -0.2 -0.9 -1.5 0.00
O -1.09491 -0.20961 2.42492 0.9 1.7 0.7 0.00
O 0.45350 1.15753 1.57236 -1.4 0.1 2.7 0.00


# 2
27
Properties=species:S:1:pos:R:3:forces:R:3:lowdin_charge:R:1 method="wB97M-V/def2-TZVPD" total_charge=-2 largest_force_ev_per_a=2.35 homo_lumo_gap_ev=6.00
C 0.98520 -2.12991 1.66631 -0.3 -0.2 -0.3 -0.25
C 1.03037 -1.92888 0.25331 -0.3 -0.1 -0.1 -0.32
C -0.29903 -2.07903 -0.25498 0.4 -0.2 0.4 -0.25
H 1.91659 -1.70378 -0.35080 -0.3 -0.1 0.3 0.09
C -1.13726 -2.43958 0.83934 0.5 0.5 -0.2 -0.20
C -0.36631 -2.40686 2.02558 0.3 -0.5 -0.4 -0.21
H -0.73173 -2.70727 3.01172 0.2 0.3 -0.3 0.08
H 1.85222 -2.27721 2.31346 -0.3 0.4 -0.1 0.08
H -0.60060 -1.98405 -1.29974 0.1 -0.1 0.3 0.08
H -2.15218 -2.81647 0.74469 0.0 0.4 0.1 0.07
Sr 0.20654 0.62486 0.86174 -0.5 -0.6 0.0 1.12
Cl 2.19136 2.34967 0.71305 0.4 0.3 0.1 -0.51
C 0.20894 2.70780 -3.06676 0.0 -0.7 -0.4 -0.23
C -1.02348 2.07354 -3.42332 0.7 -0.4 -0.1 -0.24
C -0.71276 0.86066 -4.11600 0.6 0.5 0.2 -0.24
H -2.02452 2.46748 -3.24140 0.2 -0.1 0.0 0.04
C 0.71267 0.74633 -4.19020 -0.5 0.8 0.3 -0.23
C 1.28145 1.89064 -3.54481 -0.9 -0.2 -0.2 -0.22
H 2.34516 2.11972 -3.46882 -0.3 -0.1 0.1 0.05
H 0.31373 3.66700 -2.55767 0.0 -0.3 -0.1 0.05
H -1.43276 0.16583 -4.55093 0.2 0.1 0.2 0.04
H 1.26522 -0.05000 -4.69110 -0.1 0.2 0.2 0.04
N -0.91377 1.09563 3.12763 -0.3 -1.1 1.6 -0.04
C -1.06368 0.57634 4.18451 0.2 1.2 -1.6 -0.41
N -1.30547 0.03478 5.33368 -0.2 -0.1 -0.2 0.02
C -0.59527 0.41816 6.37034 1.5 0.7 1.6 -0.45
N 0.04937 0.72463 7.31118 -1.3 -0.6 -1.5 0.03


# 3
34
Properties=species:S:1:pos:R:3:forces:R:3:lowdin_charge:R:1 method="wB97M-V/def2-TZVPD" largest_force_ev_per_a=13.21 smiles="COc1ccc(S(=O)(=O)CC(=O)Nc2nnc(C(F)(F)F)s2)cc1" homo_lumo_gap_ev=9.16
C 3.33460 -1.15647 -5.08227 -2.1 5.9 -3.1 -0.01
O 2.19793 -0.28131 -4.77872 0.3 -2.6 0.9 -0.02
C 1.94365 -0.40791 -3.45639 -3.2 2.6 -6.2 -0.44
C 0.81021 0.12561 -3.10959 -10.9 7.1 -2.4 -0.03
C 0.17182 0.46403 -1.92876 3.8 -3.0 1.0 -0.01
C 1.02009 -0.02433 -0.93007 0.7 -1.2 3.9 -0.26
S 0.46553 -0.00518 0.87929 5.8 7.0 1.3 0.87
O -0.43948 1.24564 0.93959 2.0 -4.0 0.2 -0.37
O 1.78326 -0.04448 1.73937 -4.6 0.2 -2.7 -0.38
C -0.24810 -1.47894 1.26065 -2.7 -1.6 -6.3 -0.17
C -1.59461 -1.40290 0.49863 -5.0 0.6 -2.9 -0.39
O -2.10560 -1.75232 -0.60078 3.9 -0.7 2.0 0.06
N -2.59109 -0.68026 1.14948 -0.2 2.8 1.9 0.06
C -2.43552 0.19690 2.20782 0.9 -3.3 2.4 -0.52
N -1.69476 -0.46454 3.25569 -3.6 5.1 -1.8 0.07
N -1.79306 0.48463 4.29600 4.5 -6.9 0.6 0.04
C -2.38260 1.45814 4.12534 -6.4 11.1 -0.1 -0.37
C -2.66762 2.75149 5.17033 2.7 -1.2 -0.8 -0.33
F -2.23099 4.04226 4.65330 -2.2 -3.6 1.2 0.04
F -4.02408 2.71756 5.55760 3.8 0.8 -0.5 0.08
F -1.69438 2.49268 6.16116 -3.1 0.9 -1.0 0.06
S -3.43452 1.79510 2.37914 3.8 -4.0 2.0 0.92
C 2.26780 -0.63764 -1.07294 -1.8 -0.4 -4.1 0.04
C 2.52588 -0.97609 -2.52407 8.3 -2.9 9.0 0.00
H 3.26731 -1.02002 -6.12702 0.8 -0.6 -1.4 0.10
H 4.03408 -0.52334 -4.69517 3.2 0.7 0.7 0.08
H 3.37949 -2.08892 -4.79002 -0.5 -4.7 1.8 0.05
H 0.09736 0.63805 -3.96214 2.2 -1.6 1.3 0.19
H -0.75131 0.83850 -1.56761 -0.9 0.6 -0.9 0.11
H -0.57246 -1.65849 2.18695 0.1 -0.8 3.9 0.04
H 0.20454 -2.21013 0.61599 1.1 -0.7 0.6 0.13
H -3.35682 -0.30866 0.62814 -0.2 -0.8 -1.4 0.13
H 2.97459 -0.81698 -0.28075 -0.2 -0.4 0.1 0.11
H 3.53883 -1.31170 -2.79820 -0.3 -0.6 0.9 0.13


# 4
24
Properties=species:S:1:pos:R:3:forces:R:3:lowdin_charge:R:1 method="wB97M-V/def2-TZVPD" largest_force_ev_per_a=5.98 smiles=Cn1ccc2nc3ccccc3c-2c1 homo_lumo_gap_ev=7.30 e_above_lowest_kj_mol=162.5
C -3.90522 -0.99743 0.06567 -0.1 -1.1 -1.2 -0.05
N -2.56101 -0.33881 -0.04588 0.6 1.4 -0.3 -0.16
C -2.65689 1.03866 -0.11258 3.5 1.4 1.5 -0.06
C -1.53145 1.91213 0.05889 -1.8 -1.3 -0.1 0.03
C -0.23737 1.36679 0.00891 0.9 0.0 -0.6 -0.24
N 0.98376 1.96393 -0.04960 -5.1 2.7 0.0 0.12
C 1.84472 1.02494 -0.24066 4.3 -3.2 2.7 -0.30
C 3.25938 1.18147 0.02569 -0.9 0.3 -0.7 -0.01
C 4.01064 0.03185 0.11162 2.0 0.3 -1.2 -0.14
C 3.47238 -1.24748 0.03504 -0.5 -1.4 -0.5 -0.13
C 2.09549 -1.46524 -0.09363 0.7 0.8 0.7 -0.03
C 1.32469 -0.29243 -0.12540 -1.8 -1.3 -1.1 -0.13
C -0.15216 -0.10157 -0.07549 0.8 -0.1 0.6 -0.05
C -1.27189 -0.90905 0.04023 -1.2 3.8 -0.9 0.05
H -4.10186 -1.16740 1.23679 -0.2 0.3 -3.0 0.13
H -4.60257 -0.28995 -0.56400 1.0 -1.3 2.1 0.11
H -3.98418 -1.97661 -0.63785 0.6 1.9 2.2 0.12
H -3.60359 1.51178 -0.08959 -0.9 -0.1 -0.1 0.09
H -1.68113 2.96771 0.30164 -0.1 -0.3 -0.6 0.11
H 3.65000 2.20316 0.18921 -0.1 -0.8 -0.4 0.11
H 5.14267 0.01173 -0.01819 -1.5 0.6 0.9 0.12
H 4.21312 -2.06055 0.01417 -0.7 0.2 0.1 0.10
H 1.61843 -2.44927 -0.02775 0.4 0.3 -0.2 0.11
H -1.32595 -1.91835 -0.00725 0.4 -3.1 0.1 0.09


# 5
28
Properties=species:S:1:pos:R:3:forces:R:3:lowdin_spin:R:1 method="wB97M-V/def2-TZVPD" total_charge=+1 largest_force_ev_per_a=4.53 homo_lumo_gap_ev="6.51 / 5.43" spin_multiplicity=2
O 2.19712 -3.18028 -1.18947 -2.2 1.2 2.4 0.00
P 2.60179 -2.33828 0.24738 3.2 -1.0 0.2 -0.01
O 1.71727 -2.97692 1.61900 -0.5 1.9 -1.9 0.01
C 2.32364 -0.46226 0.10012 -2.8 3.6 0.1 -0.03
C 3.37471 0.51642 0.74608 -1.5 1.9 -0.8 -0.01
C 3.26661 2.05199 0.72369 -2.9 -2.3 -1.9 -0.02
C 2.03462 2.72662 -0.01659 -0.4 -4.1 0.1 0.00
C 0.96486 1.81525 -0.66611 1.9 -1.1 1.5 -0.01
C 1.06283 0.24095 -0.61787 1.9 1.5 2.2 -0.02
N 0.02405 -0.58694 -1.24672 -0.5 1.3 1.5 0.01
C -1.33476 -0.23783 -0.80316 -3.7 1.0 1.4 0.00
C -2.31951 -1.30225 -0.23421 -0.3 3.9 -0.1 0.00
C -3.72812 -0.83183 0.20276 1.3 1.7 -0.9 0.00
C -4.25195 0.62779 0.07745 4.0 -1.0 -1.3 0.00
C -3.27420 1.68829 -0.48522 1.0 -3.5 0.5 0.00
C -1.84444 1.25089 -0.89082 -0.9 -2.2 1.0 0.00
S -0.56341 2.45540 -1.53014 0.2 -1.4 1.3 0.00
H 1.27082 -3.52871 -1.09317 1.0 0.1 -0.6 0.00
H 0.92600 -2.40996 1.80005 0.0 -1.3 -0.2 0.02
H 4.25990 0.02723 1.26607 -1.3 0.8 -0.8 0.00
H 4.00619 2.77002 1.21293 -1.0 -1.5 -0.8 0.00
H 1.89417 3.85695 -0.05165 0.3 -1.8 0.1 0.00
H 0.19805 -1.59496 -1.15051 0.0 0.7 -0.3 0.00
H -1.92866 -2.37405 -0.14359 -1.0 1.6 -0.1 0.00
H -4.42245 -1.62368 0.64892 1.1 1.3 -0.8 0.00
H -5.31468 0.93640 0.38514 1.9 -0.7 -0.5 0.00
H -3.60880 2.77274 -0.59656 0.7 -1.7 0.2 0.00
Ti 0.46837 -0.28896 1.68619 0.4 1.2 -1.4 1.06


# 6
25
Properties=species:S:1:pos:R:3:forces:R:3:lowdin_charge:R:1 method="wB97M-V/def2-TZVPD" largest_force_ev_per_a=2.04 smiles=OB(c1ccccc1)c1ccccc1 homo_lumo_gap_ev=9.80 e_above_lowest_kj_mol=12.5
O -2.00120 -0.89800 1.71071 0.3 0.4 -1.1 0.15
B -1.03324 -0.40784 0.83131 -1.5 -0.7 0.5 -0.42
C 0.13265 0.41962 1.36305 0.6 0.1 0.6 -0.13
C 0.57422 1.56392 0.70652 0.9 0.3 0.7 -0.02
C 1.71916 2.24844 1.19050 -1.8 -0.3 -1.0 -0.07
C 2.35505 1.80880 2.31223 0.4 0.3 0.0 -0.10
C 1.91223 0.67877 2.95913 0.4 0.0 0.0 -0.08
C 0.84480 -0.03295 2.48036 -0.1 0.7 -0.3 -0.03
C -1.07307 -0.73012 -0.68781 -0.1 0.7 1.0 -0.11
C 0.20434 -0.83563 -1.23691 -0.8 -0.4 -1.0 -0.04
C 0.33101 -1.04712 -2.58898 0.4 0.1 0.0 -0.07
C -0.80042 -1.12000 -3.34917 -0.6 -0.4 -0.9 -0.09
C -2.07526 -1.05159 -2.81118 -0.1 -0.3 0.2 -0.08
C -2.24253 -0.82559 -1.45886 1.1 -0.2 -0.1 -0.03
H -2.69892 -1.30343 1.16582 0.3 -0.1 0.5 0.10
H 0.02582 1.90235 -0.16103 0.2 0.2 -0.1 0.12
H 2.04395 3.14332 0.71132 0.2 0.5 -0.4 0.09
H 3.21765 2.34793 2.66560 0.2 0.1 0.2 0.10
H 2.46779 0.37379 3.80830 0.3 -0.5 0.8 0.10
H 0.57159 -0.93705 2.96108 -0.4 -0.7 0.4 0.11
H 1.09508 -0.80297 -0.65963 0.4 0.2 0.7 0.11
H 1.29598 -1.16232 -3.05238 0.2 0.0 -0.1 0.11
H -0.70342 -1.29557 -4.40529 0.0 -0.1 -0.3 0.10
H -2.92399 -1.29588 -3.41809 -0.3 0.3 -0.4 0.10
H -3.23926 -0.74087 -1.03659 0.1 0.0 0.1 0.11


# 7
33
Properties=species:S:1:pos:R:3:forces:R:3:lowdin_charge:R:1 method="wB97M-V/def2-TZVPD" total_charge=-1 largest_force_ev_per_a=5.06 homo_lumo_gap_ev=5.70 e_above_lowest_kj_mol=108.1
O 4.57683 5.37408 1.16582 0.2 1.0 0.2 0.07
C 4.44466 4.26509 0.95082 -0.2 -0.8 0.1 -0.18
Co 4.17223 2.51726 0.58580 -0.4 -0.9 0.4 -0.04
C 4.66422 2.08492 -1.10508 0.7 0.0 0.8 -0.15
O 4.95300 1.80840 -2.17026 -0.1 -0.1 -0.5 0.10
C 5.09151 1.36113 1.66681 -1.1 0.8 -1.3 -0.15
O 5.65647 0.63353 2.33362 0.3 -0.2 0.4 0.10
C 2.38041 1.99909 1.38147 -0.4 0.6 -1.8 -0.22
C 2.15335 2.52177 0.03265 -3.4 1.8 2.3 -0.38
C 1.45906 3.79490 -0.09956 3.1 -4.0 -0.5 0.07
Co 1.55187 0.53123 0.23801 1.5 0.7 -0.6 -0.05
C 1.76784 0.20266 -1.53736 -0.6 -0.4 1.6 -0.18
O 1.89494 -0.00441 -2.64835 0.2 0.1 -0.9 0.08
C -0.20307 0.53417 0.67873 1.4 0.3 -0.4 -0.17
O -1.30778 0.54592 0.95197 -1.0 0.0 0.3 0.06
C 2.50226 -0.78401 1.06790 -0.8 1.3 -0.9 -0.17
O 3.10579 -1.59530 1.58908 0.4 -0.6 0.5 0.09
H 1.72413 2.41268 2.15030 0.7 -0.1 0.4 0.05
H 1.12573 4.12527 -1.06084 -0.4 0.2 -0.5 0.03
H 1.46546 4.51084 0.69661 -0.1 0.3 0.5 0.04
C -4.36158 -1.63062 -1.48848 -1.4 -0.3 -0.4 -0.19
S -4.48653 -2.69839 -0.03379 3.2 1.3 3.7 0.75
C -4.48564 -4.37051 -0.73079 -0.6 0.2 -0.3 -0.19
C -2.88033 -2.50774 0.69408 -3.4 -0.7 -0.7 -0.27
O -5.69839 -2.37367 0.83643 2.6 -0.8 -2.6 -0.42
H -3.50491 -1.91601 -2.09131 0.2 -0.2 0.3 0.07
H -5.26505 -1.71282 -2.08590 -0.2 0.0 -0.2 0.05
H -4.23903 -0.60090 -1.16584 0.1 -0.1 0.4 0.07
H -3.61290 -4.51995 -1.35940 0.2 0.3 0.0 0.06
H -4.46980 -5.10486 0.06932 0.0 0.4 0.3 0.06
H -5.38076 -4.52167 -1.32825 -0.2 0.1 -0.1 0.06
H -2.02844 -2.95674 0.23771 0.0 -0.4 -0.6 -0.02
H -2.76554 -1.92535 1.57808 -0.5 0.4 0.3 -0.02


# 8
26
Properties=species:S:1:pos:R:3:forces:R:3:lowdin_charge:R:1 method="wB97M-V/def2-TZVPD" largest_force_ev_per_a=17.51 smiles=Cc1cc(C)n2nc3ccccc3c2n1 homo_lumo_gap_ev=7.53 e_above_lowest_kj_mol=1123.1
C -3.17602 -2.16940 0.08694 -1.2 3.3 -6.2 -0.04
C -2.03992 -1.09983 0.00005 -5.8 2.6 1.1 -0.21
C -2.53009 0.36002 0.03979 -7.2 -13.5 -0.5 0.01
C -1.55907 1.06260 -0.11029 -4.9 16.2 0.9 -0.43
C -1.91917 2.67926 0.12832 3.2 -0.5 -6.6 0.03
N -0.39874 0.92563 -0.09934 16.5 -5.8 0.8 -0.01
N 0.71557 1.80458 0.02142 2.0 -5.3 -0.5 0.13
C 1.86510 0.71707 -0.00638 -6.4 0.5 -1.2 -0.11
C 3.13793 1.10395 -0.09237 4.1 0.5 1.0 -0.10
C 4.06717 0.06365 -0.11991 -3.1 -3.2 1.9 0.03
C 3.58570 -1.42854 0.16903 -3.7 11.1 -2.1 0.04
C 2.29104 -1.72472 0.05411 6.2 8.1 0.2 -0.07
C 1.43419 -0.77872 -0.14958 -2.9 11.3 1.0 -0.06
C 0.05767 -0.57123 -0.02357 7.2 9.2 -1.6 -0.21
N -0.77245 -1.37762 -0.02330 -9.4 -9.7 0.4 0.17
H -4.29216 -1.70189 0.21266 3.0 -0.9 -0.3 0.11
H -3.12459 -2.60655 -1.13694 -0.4 0.5 3.9 0.16
H -2.99188 -2.80192 0.84779 0.6 -2.8 2.1 0.00
H -3.59984 0.54634 -0.12546 0.8 0.2 0.5 0.13
H -0.86613 3.08221 0.04804 -1.4 0.3 0.9 0.04
H -2.45411 2.93880 0.96879 -1.2 0.3 1.7 0.03
H -2.32527 3.09765 -0.93855 0.2 -1.0 2.8 0.12
H 3.47717 2.15707 0.12035 -0.5 -1.1 -0.8 0.13
H 5.10109 0.25261 -0.08816 1.2 0.1 -0.1 0.07
H 4.30876 -1.98137 0.15781 7.5 -6.8 0.3 -0.01
H 2.00806 -2.54965 0.05876 -4.4 -13.5 0.4 0.02